1.
C13H17F5N2OSnTe as an isolated structure, computed with ωB97M-V/def2-TZVPD.

Atoms and positions in Å:
C (0.230, 2.832, 0.533)
C (2.610, 1.998, -1.199)
H (-0.686, 2.925, 0.013)
H (1.061, 3.456, 0.083)
H (0.300, 2.891, 1.607)
H (2.729, 1.280, -2.028)
H (1.851, 2.831, -1.296)
H (3.243, 2.143, -0.264)
C (-2.237, 1.374, -0.657)
C (-3.575, 0.996, -0.697)
C (-3.873, -0.327, -1.017)
C (-2.821, -1.196, -1.227)
H (-2.030, 2.387, -0.331)
H (-4.308, 1.758, -0.489)
H (-4.907, -0.660, -1.101)
H (-3.000, -2.240, -1.494)
N (-1.212, 0.566, -0.935)
C (-1.495, -0.755, -1.131)
C (-0.346, -1.680, -1.260)
N (0.901, -1.190, -1.035)
C (1.948, -2.029, -1.152)
C (0.541, -3.858, -1.796)
C (1.808, -3.364, -1.522)
H (2.943, -1.608, -0.930)
H (2.699, -3.986, -1.604)
C (-0.555, -3.011, -1.679)
H (-1.551, -3.316, -1.947)
H (0.371, -4.890, -2.128)
Sn (1.115, 1.099, 0.021)
C (2.909, 0.094, 1.097)
H (3.767, -0.127, 0.432)
H (2.521, -0.835, 1.550)
H (3.232, 0.787, 1.890)
F (-1.505, 2.143, 2.178)
Te (-0.589, 0.747, 3.113)
F (-1.171, 1.735, 4.615)
F (-2.200, -0.232, 2.909)
F (1.011, 1.822, 3.223)
F (0.200, -0.638, 4.160)
O (0.068, 0.080, 1.495)

Computed properties:
- total charge = +2
- LUMO energy (spin up / spin down) (eV) = -11.877 / -9.352
- spin multiplicity = 1

=====

2.
An isolated ion of composition C4H13NOP and charge +1, computed with ωB97M-V/def2-TZVPD.

Atoms and positions in Å:
C (0.348, 2.264, 0.031)
O (0.412, 0.963, 0.455)
C (0.682, -0.026, -0.418)
P (2.264, -1.003, -0.205)
N (-0.477, -0.947, -0.356)
C (-1.691, -0.250, -0.584)
C (-0.549, -1.526, 0.992)
H (-0.351, 2.293, -0.902)
H (1.309, 2.548, -0.437)
H (0.017, 2.976, 0.803)
H (0.729, 0.308, -1.451)
H (2.239, -0.752, 1.235)
H (3.233, -0.079, -0.605)
H (-0.426, -1.738, -1.006)
H (-1.730, 0.420, 0.197)
H (-1.692, 0.306, -1.478)
H (-2.635, -0.903, -0.538)
H (0.078, -2.270, 1.201)
H (-0.227, -0.774, 1.699)
H (-1.535, -1.810, 1.365)

Computed properties:
- total charge = +1
- LUMO energy (eV) = -3.021
- spin multiplicity = 1

=====

3.
A 2-piece molecular cluster, C5H11NS overall, computed with ωB97M-V/def2-TZVPD.

Atoms and positions in Å:
C (1.470, -1.584, -0.026)
C (1.498, -0.055, -0.072)
C (-1.166, -0.185, -1.339)
C (-1.016, 1.124, 0.744)
C (-0.443, 0.830, -0.544)
N (1.349, -0.784, 1.133)
S (2.459, -0.743, 2.432)
H (0.578, -1.986, -0.442)
H (2.326, -2.237, -0.389)
H (2.416, 0.581, -0.243)
H (-2.165, 0.220, -1.769)
H (-1.266, -1.082, -0.569)
H (-0.563, -0.493, -2.275)
H (-2.168, 1.194, 0.813)
H (-0.863, 2.205, 1.079)
H (-0.664, 0.429, 1.548)
H (-0.050, 1.671, -1.253)
H (1.607, -1.334, 3.220)

Computed properties:
- LUMO energy (eV) = 0.915
- spin multiplicity = 1